6
Properties=species:S:1:pos:R:3:nbo_charge:R:1 method="wB97M-V/def2-TZVPD" e_lumo_ev="-2.534 / -2.308" relative_energy_kcal_mol=17.4 homo_ev="-9.030 / -9.196" orbital_gap_ev="6.5 / 6.9"
N 1.07 0.45 0.40 -0.7530
S 2.00 -0.74 -0.10 0.4826
S -0.53 0.45 -0.04 0.6087
Cl -2.87 -0.27 -0.13 -0.5546
H 1.09 -1.20 -1.07 0.0732
H -0.76 1.32 0.94 0.1431